# 1
Below is C2HN3O3 in the gas phase at a distorted geometry, with properties calculated with ωB97M-V/def2-TZVPD.

The geometry in XYZ format:
```
9
Properties=species:S:1:pos:R:3:forces:R:3:mulliken_charge:R:1
O -1.23969 1.53499 0.03437 -1.027 0.876 -0.033 -0.510
C -0.27379 0.84508 -0.01181 1.285 -0.431 0.291 0.712
N 1.04638 1.35529 -0.05226 -0.375 0.222 -0.098 -0.231
N 2.01701 0.60280 -0.03140 0.522 -0.293 0.100 0.012
O 1.87563 -0.77117 0.03606 -0.149 0.215 -0.154 -0.049
N 0.65027 -1.39518 -0.00070 0.007 0.645 0.170 -0.331
C -0.36123 -0.59817 0.00350 0.842 -1.304 -0.366 0.507
O -1.54963 -1.15371 -0.05554 -0.588 0.002 0.196 -0.461
H -2.16496 -0.41992 0.07779 -0.517 0.069 -0.107 0.351
```
Forces are in eV/Å.

structure (SMILES) = O=c1nnonc1O
DFT total energy = -466.6671 a.u.
ΔE to the lowest compared entry with this formula, charge and spin = 527.08 kJ/mol
gap between HOMO and LUMO = 9.37 eV
HOMO = -10.61 eV


# 2
Below is a gas-phase ion, C3H3NO2P (charge -1) at a distorted geometry, with properties calculated with ωB97M-V/def2-TZVPD.

The geometry in XYZ format:
```
10
Properties=species:S:1:pos:R:3:forces:R:3:mulliken_charge:R:1
C 0.60878 -0.76892 0.22904 3.232 2.346 -1.850 -0.047
C 1.37002 0.11273 -0.48686 -3.423 0.720 0.929 -0.165
C -0.74638 -0.56898 0.40249 -3.906 -2.090 1.083 -0.306
N -1.66453 -1.28003 0.82187 1.612 1.854 -0.866 0.214
O -2.87200 -1.49385 0.98315 -0.041 -0.012 0.046 -0.694
O 0.93730 1.28363 -1.03537 3.043 -1.391 -0.184 -0.458
P -0.62618 1.75565 -1.22704 -1.926 0.357 1.947 -0.192
H 1.30178 -1.44207 0.67501 -0.495 -1.218 0.668 0.297
H 2.39246 -0.04277 -0.50252 2.018 0.005 -0.452 0.427
H -0.70124 2.44462 0.14023 -0.114 -0.570 -1.322 -0.075
```
Forces are in eV/Å.

DFT total energy = -662.5728 a.u.
ΔE to the lowest compared entry with this formula, charge and spin = 391.35 kJ/mol
gap between HOMO and LUMO (alpha / beta) = 5.86 / 5.86 eV
total charge = -1
HOMO (alpha / beta) = -1.98 / -1.98 eV


# 3
Below is a molecular structure, C6H7N5 at a distorted geometry, with properties calculated with ωB97M-V/def2-TZVPD.

The geometry in XYZ format:
```
18
Properties=species:S:1:pos:R:3:forces:R:3:mulliken_charge:R:1
C -3.56501 0.25211 0.04617 4.567 -1.154 -10.033 -1.330
C -1.95733 0.10110 0.01642 -5.090 -1.051 -1.885 0.466
C -0.25232 -0.95082 -0.06003 7.354 -2.498 0.754 -0.021
C 2.20588 -1.21860 -0.05065 0.351 -5.375 1.797 -0.025
C 1.30529 0.90836 -0.06768 2.096 -1.106 1.759 0.345
C -0.00228 0.38471 -0.02310 4.576 3.452 -0.821 0.835
H -3.69501 1.35105 -0.45710 -0.708 -3.354 0.220 0.274
H -3.58095 0.47065 0.91640 -1.437 2.627 11.451 0.477
H -3.88556 -0.83301 -0.05398 -0.624 1.962 -0.927 0.333
H 0.69544 -2.92844 0.15940 1.545 3.833 -0.557 0.322
H 3.01747 -2.14883 0.00620 -1.598 3.039 -0.260 0.239
H 0.66870 2.90536 0.15648 4.631 -2.244 -0.527 0.384
H 2.87126 2.30239 0.09675 -5.230 0.356 -0.159 0.366
N -1.45627 -1.23625 -0.08837 -4.333 0.634 0.758 -0.659
N 0.95150 -1.82067 0.07158 -2.922 -0.935 -0.934 -0.165
N 2.49098 0.01738 0.06654 -2.523 1.863 -1.631 -0.571
N 1.66158 2.21327 0.01187 -0.265 0.928 0.288 -0.594
N -1.14733 1.11480 -0.06034 -0.390 -0.976 0.707 -0.677
```
Forces are in eV/Å.

DFT total energy = -506.4548 a.u.
ΔE to the lowest compared entry with this formula, charge and spin = 512.80 kJ/mol
gap between HOMO and LUMO = 8.79 eV
HOMO = -8.14 eV


# 4
Below is C7H8ClN2OPS in the gas phase at a distorted geometry, with properties calculated with ωB97M-V/def2-TZVPD.

The geometry in XYZ format:
```
21
Properties=species:S:1:pos:R:3:forces:R:3:mulliken_charge:R:1
H -2.31774 1.07826 -2.52870 1.301 3.301 -0.379 -0.078
P -2.86553 -0.07779 -2.34035 -0.640 -3.778 0.977 -0.046
C -1.50876 -0.68563 -1.47350 -1.400 0.802 -1.367 0.090
C -1.29114 -2.10935 -1.10576 -0.441 1.095 1.886 -0.993
N -0.46009 0.13060 -1.12966 0.950 0.474 0.321 -0.300
C 0.59504 0.37755 -1.76793 -3.417 -2.255 0.224 0.555
Cl 0.84269 -0.34738 -3.34120 0.222 0.014 -0.646 -0.215
N 1.66487 1.02401 -1.34784 2.669 1.495 0.835 -0.173
C 2.06356 1.43422 -0.03887 -3.022 -0.160 0.361 0.331
O 3.20293 1.49786 0.24673 2.162 -0.040 0.232 -0.512
C 0.96923 1.78355 0.96588 -0.936 0.108 -2.738 1.023
C 0.96653 1.30434 2.34644 3.181 0.782 0.467 -1.337
C 0.01423 2.57148 0.51098 -0.004 0.845 -0.311 -0.315
S -0.97947 3.66019 -0.02943 0.538 -0.939 0.375 -0.309
H -1.07984 -2.16682 -0.03501 -0.076 0.025 0.153 0.284
H -2.06434 -2.80517 -1.30875 -0.778 -0.371 -0.571 0.412
H -0.38403 -2.35178 -1.55055 1.625 -0.984 -1.083 0.287
H 2.45024 0.80388 -1.94023 0.429 0.446 0.104 0.252
H 1.97213 1.72418 2.73367 -1.839 -0.679 0.367 0.286
H 0.96809 0.25256 2.47445 0.347 -1.243 -0.327 0.330
H 0.07708 1.59976 2.81296 -0.870 1.061 1.120 0.428
```
Forces are in eV/Å.

structure (SMILES) = [H]/P=C(C)\N=C(/Cl)NC(=O)C(C)=C=S
DFT total energy = -1655.9215 a.u.
ΔE to the lowest compared entry with this formula, charge and spin = 121.88 kJ/mol
gap between HOMO and LUMO = 7.64 eV
HOMO = -8.22 eV


# 5
Below is 7 unconnected molecules or ions with the total composition C34H38BN8O at a distorted geometry, with properties calculated with ωB97M-V/def2-TZVPD.

The geometry in XYZ format:
```
82
Properties=species:S:1:pos:R:3:forces:R:3:mulliken_charge:R:1
C 0.55532 2.24604 -8.98721 0.245 -0.521 1.032 -0.873
B 0.03879 1.43302 -7.69155 -0.470 0.088 -0.506 0.264
O -1.27045 0.92908 -7.53685 2.233 -0.701 -0.397 -0.471
C 1.16813 1.19943 -6.53153 -0.637 2.299 -0.479 0.297
C 1.86956 2.32470 -5.96794 -0.304 -4.525 -0.366 -0.630
N 2.75885 1.67175 -5.06438 -0.754 -0.663 -0.785 0.066
C 2.59578 0.32535 -5.09006 -0.655 -0.907 -0.741 -0.320
N 1.59063 -0.03916 -6.00103 2.186 4.738 1.576 0.018
H -0.25972 2.51116 -9.70246 0.888 -0.140 0.521 0.250
H 1.09677 3.15065 -8.57368 -0.622 -0.705 -0.732 0.289
H 1.37078 1.61198 -9.45251 -0.868 0.745 0.185 0.328
H -1.37824 0.26484 -8.25128 -0.662 0.767 0.251 0.327
H 1.81410 3.41361 -6.16693 0.089 -1.120 0.375 0.348
H 3.44159 2.17636 -4.48836 -0.345 -0.608 -0.190 0.285
H 3.16965 -0.43761 -4.51419 -0.505 1.097 -0.467 0.454
H 1.20974 -0.94488 -6.26712 0.387 0.230 0.375 0.295
N 0.76832 -3.23809 -1.41094 -0.189 0.353 -0.174 -0.356
C 1.10906 -2.66121 -2.56624 0.070 -0.199 0.209 -0.447
C 0.41117 -1.60933 -3.14038 -0.025 -0.152 0.301 0.485
C -0.70948 -1.12899 -2.47717 -0.095 0.199 -0.126 -0.427
C -1.08327 -1.71218 -1.27870 0.031 0.061 -0.107 -0.763
C -0.31362 -2.75732 -0.79052 0.236 -0.269 -0.010 -0.093
H 1.99125 -3.07479 -3.04640 -0.005 0.006 -0.031 0.346
H 0.74701 -1.17676 -4.07159 -0.179 -0.072 0.125 0.008
H -1.28438 -0.30844 -2.89158 0.006 -0.026 0.027 0.483
H -1.95116 -1.36485 -0.73404 0.036 -0.027 -0.003 0.408
H -0.56370 -3.24448 0.14569 -0.072 0.066 -0.019 0.406
N -0.30005 4.39738 -3.54134 0.231 -0.008 0.236 -0.411
C 0.71783 3.67281 -3.06453 -0.294 0.261 0.048 0.058
C 1.25780 3.83674 -1.79944 -0.070 0.002 -0.144 -0.590
C 0.71414 4.81307 -0.97865 0.221 0.059 0.260 -0.278
C -0.33842 5.57835 -1.44882 0.246 -0.028 -0.120 -0.413
C -0.80799 5.33165 -2.72933 0.061 -0.071 -0.406 -0.615
H 1.10741 2.92594 -3.74383 -0.069 -0.072 0.138 0.327
H 2.08108 3.21785 -1.46450 -0.026 0.007 0.016 0.353
H 1.10650 4.97564 0.01810 -0.123 0.007 -0.006 0.536
H -0.78611 6.34902 -0.83575 0.077 0.019 -0.042 0.650
H -1.63374 5.90221 -3.14092 0.016 0.024 0.070 0.424
N 0.01519 4.70381 2.36633 -0.118 -0.299 0.284 -0.388
C 0.80388 3.75682 2.88903 -0.120 0.258 -0.214 -0.048
C 0.41354 2.90319 3.90751 -0.028 0.011 -0.009 -0.590
C -0.86739 3.03707 4.42012 -0.061 -0.065 0.084 -0.118
C -1.70324 4.01056 3.89752 0.070 -0.067 0.028 -0.567
C -1.21779 4.81213 2.87691 0.239 0.174 -0.283 -0.188
H 1.79803 3.69213 2.45782 0.020 -0.059 0.066 0.366
H 1.09401 2.15352 4.28992 0.002 0.041 -0.017 0.378
H -1.21033 2.38920 5.21825 0.018 0.029 -0.030 0.379
H -2.70918 4.14481 4.27253 0.027 0.025 -0.049 0.362
H -1.83661 5.58538 2.43382 -0.074 -0.056 0.062 0.428
N -4.27001 4.82470 0.29857 -0.077 -0.255 -0.323 -0.415
C -5.47797 4.28674 0.09783 0.238 0.208 0.206 -0.380
C -5.79943 3.49891 -0.99665 0.062 -0.013 -0.059 -0.266
C -4.81501 3.25623 -1.94111 -0.032 -0.069 -0.070 -0.645
C -3.55495 3.80449 -1.75669 -0.077 -0.048 0.032 -0.075
C -3.33534 4.57517 -0.62577 -0.240 0.110 0.367 0.198
H -6.21555 4.50744 0.86198 -0.035 -0.043 -0.051 0.373
H -6.79414 3.08712 -1.10631 0.021 0.034 0.027 0.380
H -5.02705 2.64630 -2.81173 -0.001 0.028 0.030 0.404
H -2.76175 3.63687 -2.47345 -0.024 -0.005 0.028 0.409
H -2.36724 5.02214 -0.43478 -0.154 -0.145 0.004 -0.030
N 0.97443 -5.41777 2.96378 0.118 0.434 0.094 -0.543
C 1.22447 -5.00115 4.21055 -0.124 -0.323 -0.257 0.142
C 1.64577 -3.71854 4.52547 0.017 0.084 -0.047 -0.436
C 1.82251 -2.81459 3.49072 0.017 0.084 0.033 -0.395
C 1.57148 -3.22296 2.18964 0.009 0.028 0.088 -0.227
C 1.15051 -4.52675 1.98176 -0.098 -0.341 0.106 -0.389
H 1.07560 -5.74504 4.98521 0.058 0.122 0.087 0.135
H 1.83067 -3.43650 5.55365 -0.006 -0.070 -0.018 0.391
H 2.15221 -1.80235 3.69535 -0.004 -0.038 -0.002 0.408
H 1.69928 -2.54470 1.35559 0.009 -0.059 -0.012 0.400
H 0.93865 -4.89159 0.98143 0.077 0.068 -0.031 0.519
N 1.99193 -7.00556 7.50043 -0.179 -0.413 0.146 -0.388
C 1.37312 -8.02759 6.89409 0.187 0.384 0.075 0.037
C 1.02840 -9.20845 7.53188 0.018 0.011 0.029 -0.634
C 1.34373 -9.34509 8.87394 -0.029 -0.111 0.074 -0.154
C 1.98515 -8.30326 9.52379 -0.029 -0.039 -0.045 -0.405
C 2.28346 -7.16206 8.79669 0.008 0.217 -0.316 -0.186
H 1.14900 -7.87600 5.84321 -0.026 -0.102 0.005 0.338
H 0.52639 -10.00036 6.99156 0.020 0.042 -0.010 0.338
H 1.09192 -10.25385 9.40796 0.010 0.036 -0.023 0.368
H 2.24762 -8.37408 10.57123 0.003 0.032 -0.035 0.342
H 2.78210 -6.31891 9.26322 -0.003 -0.055 0.053 0.351
```
Forces are in eV/Å.

DFT total energy = -1856.2833 a.u.
gap between HOMO and LUMO = 7.22 eV
total charge = +1
HOMO = -10.74 eV


# 6
Below is 2 unconnected molecules or ions with the total composition C3H6N2O at a distorted geometry, with properties calculated with ωB97M-V/def2-TZVPD.

The geometry in XYZ format:
```
12
Properties=species:S:1:pos:R:3:forces:R:3:mulliken_charge:R:1
C -1.57824 -0.04816 0.59726 -0.218 0.264 -0.483 -1.243
C 1.30118 0.07180 -1.97664 -3.095 2.649 0.550 0.094
C -0.13850 -0.25258 0.17973 1.601 0.505 4.434 0.691
N 0.67628 0.94476 0.37467 -1.635 -1.259 -0.098 -0.390
N 0.32492 -1.45171 0.34698 -0.474 0.969 -2.320 -0.567
O 2.04393 -0.56264 -2.46406 3.482 -2.915 -2.048 -0.158
H 0.21445 1.83812 0.50027 0.182 -0.394 -0.337 0.153
H 1.66809 0.95772 0.18518 -0.433 -0.086 0.055 0.236
H 1.30452 -1.50135 0.06894 0.254 0.010 0.617 0.217
H -2.06226 0.70945 -0.02402 -0.126 -0.053 0.093 0.328
H -1.61046 0.27671 1.64062 0.187 0.194 -0.131 0.305
H -2.14392 -0.98212 0.57105 0.276 0.116 -0.331 0.335
```
Forces are in eV/Å.

DFT total energy = -302.6136 a.u.
ΔE to the lowest compared entry with this formula, charge and spin = 208.79 kJ/mol
gap between HOMO and LUMO = 10.13 eV
HOMO = -9.15 eV